# 1
Here is a cluster of 2 separate species, CH6NO in total at a distorted geometry from the Open Molecules 2025 dataset. Energies are from ωB97M-V with the def2-TZVPD basis set.

The geometry in XYZ format:
```
9
CH6NO | the Open Molecules 2025 dataset | ωB97M-V with the def2-TZVPD basis set
O -1.26821 0.29238 -1.28202
H -0.29954 -0.49543 -0.11970
H -2.18012 -0.07383 -1.25034
H -1.18958 0.88055 -2.08358
C 1.39174 0.10299 0.82337
N 0.23442 -0.46152 0.79980
H 1.78872 0.27872 -0.21138
H 1.92316 0.13252 1.80780
H -0.40059 -0.65638 1.51604
```

Computed properties:
- total charge = +1
- gap between HOMO and LUMO (eV) = 11.355
- energy above the lowest of the compared OMol25 structures with the same formula, charge and spin (kJ/mol) = 52.7
- E_HOMO (eV) = -16.806

***

# 2
Here is a structure of composition C58H48BrF5N2O4P2SY at a distorted geometry from the Open Molecules 2025 dataset. Energies are from ωB97M-V with the def2-TZVPD basis set.

The geometry in XYZ format:
```
122
C58H48BrF5N2O4P2SY | the Open Molecules 2025 dataset | ωB97M-V with the def2-TZVPD basis set
Y 1.55089 2.36066 2.54502
O 0.54977 -0.21260 -1.41937
S 1.20934 -1.28514 -2.20446
C 1.72092 -2.09983 -0.67620
C 0.92373 -3.23025 -0.44478
C 1.35495 -4.19477 0.47669
C 2.67615 -4.24094 0.92586
C 3.58384 -5.44155 1.19831
C 4.99963 -4.91498 0.72618
C 4.76008 -3.53906 0.27079
C 5.62476 -2.63051 -0.38339
C 5.19842 -1.37676 -0.64242
C 3.95016 -0.99086 -0.23119
P 3.73104 0.55747 0.31216
C 5.18827 1.32263 0.88517
C 6.04119 1.80679 -0.08610
C 7.30935 1.85908 0.34066
C 7.70511 1.17147 1.55412
C 6.80085 0.77122 2.51986
C 5.49856 1.01094 2.21071
C 3.41902 1.75058 -0.94381
C 3.25248 3.13013 -0.87193
C 3.99754 3.85749 -1.83026
C 4.40111 3.35283 -3.05720
C 4.17053 1.98625 -3.19629
C 3.69919 1.16090 -2.18604
C 2.92520 -1.93612 0.06875
C 3.46368 -3.12595 0.55017
C 0.46884 -2.51447 -3.32294
C 1.44572 -3.33518 -3.79093
C 1.19834 -4.18492 -4.94532
C 0.05715 -4.02890 -5.72808
C -0.57326 -4.83406 -6.83837
C -1.93828 -4.12227 -7.17612
C -2.09046 -3.16163 -6.00361
C -3.17587 -2.41310 -5.64066
C -2.97229 -1.31047 -4.77538
C -1.83429 -1.36052 -3.94849
P -2.09504 0.41701 -3.05496
C -7.04388 1.31083 -4.39352
C -7.74596 1.26565 -5.61596
C -6.03182 0.56738 -3.61392
C -6.44817 0.79721 -2.24591
C -7.28741 1.94850 -2.08051
C -7.62947 2.18754 -3.47324
C -1.50479 1.66227 -4.01138
C -1.20944 1.69449 -5.39702
C -1.38000 2.89604 -6.07732
C -2.15560 3.92288 -5.43577
C -2.27389 3.98195 -4.06182
C -1.59419 2.96596 -3.36874
C -0.76554 -2.30111 -4.00608
C -0.91460 -3.18775 -5.15420
H -0.05265 -3.29412 -0.90084
H 0.64957 -4.98844 0.63442
H 3.68936 -5.72469 2.26394
H 3.28991 -6.32164 0.60233
H 5.63401 -4.89547 1.63966
H 5.44921 -5.51635 -0.06690
H 6.59758 -2.99461 -0.76989
H 5.85580 -0.62189 -1.09371
H 5.71227 1.89823 -1.12239
H 7.98559 2.46671 -0.27074
H 8.76879 1.10011 1.77120
H 7.16080 0.40742 3.50085
H 4.63644 0.79730 2.86156
H 2.55781 3.66476 -0.21399
H 4.29813 4.88784 -1.56085
H 4.87926 3.92587 -3.84009
H 4.36761 1.51793 -4.14249
H 3.50453 0.13435 -2.38955
H 2.38657 -3.44691 -3.28978
H 1.89977 -5.00981 -5.09414
H 0.09664 -4.84320 -7.73786
H -0.69085 -5.90833 -6.54361
H -1.84363 -3.53185 -8.10792
H -2.84299 -4.75223 -7.24890
H -4.17385 -2.68401 -5.99255
H -3.70319 -0.49660 -4.73502
H -8.85220 1.45605 -5.37320
H -5.27335 -0.19065 -3.80715
H -6.12556 0.22107 -1.40486
H -7.40982 2.78925 -1.35698
H -8.34024 2.93118 -3.79266
H -1.04605 0.78336 -5.98652
H -1.03385 3.15398 -7.06372
H -2.61814 4.70839 -5.96901
H -2.69520 4.85547 -3.57203
H -1.26582 3.10837 -2.31041
C 0.00116 -2.49964 6.29601
C -1.10596 -2.57196 7.44129
O -2.21601 -2.11343 7.42028
N -0.43951 -2.83390 8.68601
C -1.01200 -2.73338 9.88494
C -2.00543 -1.73548 10.44041
C -1.79584 -0.31135 10.32767
C -2.90083 0.45286 10.71549
C -3.90091 -0.03757 11.42374
C -3.81965 -1.48516 11.67724
N -2.86667 -2.31351 11.24023
H -0.20439 -2.37073 5.23529
H 0.54181 -3.44962 6.45656
H 0.61938 -1.69430 6.73805
H 0.56916 -2.93804 8.68540
H -0.48061 -3.20027 10.70927
H -1.00728 0.04328 -2.07504
H -1.04485 0.33846 9.78117
H -2.90215 1.51025 10.39583
H -4.76326 0.40543 11.82124
H -4.50693 -1.85919 12.57329
O -0.10154 1.31078 2.62237
H -7.31820 0.74576 -6.60456
H 0.02626 0.64158 1.97056
O 2.63651 0.65282 1.56806
Br 1.48402 4.89274 2.52593
F -3.79503 8.62251 2.50734
C -4.67822 9.75795 2.44418
F -4.16614 10.95339 2.38235
C -5.79113 9.64398 3.58673
F -6.84620 10.30143 3.27025
F -5.63489 10.15038 4.79104
F -6.23843 8.39465 3.29437
```

Computed properties:
- total charge = -1
- gap between HOMO and LUMO (alpha / beta) (eV) = 1.404 / 1.406
- energy above the lowest of the compared OMol25 structures with the same formula, charge and spin (kJ/mol) = 343.1
- E_HOMO (alpha / beta) (eV) = -1.270 / -1.273

***

# 3
Here is a cluster of 8 separate species, C25H56ClNO22P3S3 in total at a distorted geometry from the Open Molecules 2025 dataset. Energies are from ωB97M-V with the def2-TZVPD basis set.

The geometry in XYZ format:
```
111
C25H56ClNO22P3S3 | the Open Molecules 2025 dataset | ωB97M-V with the def2-TZVPD basis set
Cl -0.45307 0.38105 1.81674
O 0.84624 -0.21170 1.76418
O -1.26487 -0.36124 2.80247
O -0.34103 1.73987 2.24571
O -1.18888 0.25193 0.53937
C 0.60053 6.80604 6.63516
C -0.72048 7.29317 6.07200
C -0.38950 8.19782 4.95985
S 1.00943 9.27508 5.50316
O 0.46707 10.39983 6.29625
O 1.90693 9.52082 4.43025
C 1.58918 7.98290 6.70459
H 0.95050 5.99343 5.99853
H 0.37427 6.44158 7.63719
H -1.35741 7.69453 6.86024
H -1.21940 6.41838 5.65496
H -1.13470 8.71031 4.35147
H -0.02545 7.58942 4.13195
H 1.69924 8.20809 7.76538
H 2.56427 7.67199 6.32956
C 6.73012 5.78148 0.72052
C 5.53852 5.09901 1.42742
C 6.27618 4.03932 2.38805
S 7.84792 3.56374 1.60960
O 7.81930 2.15889 1.18651
O 8.89384 4.03758 2.55144
C 7.62230 4.70025 0.22842
H 7.36994 6.38297 1.36624
H 6.42926 6.38726 -0.13424
H 5.01221 4.56744 0.63462
H 4.88047 5.76459 1.98606
H 5.68051 3.15090 2.59775
H 6.51101 4.45321 3.36870
H 7.10691 4.07696 -0.50232
H 8.53341 4.99786 -0.29063
C -7.40755 2.31296 0.80211
C -6.85836 3.35449 1.90022
C -6.38781 4.65241 1.09056
S -7.40641 4.76597 -0.48013
O -6.61507 4.75731 -1.74760
O -8.36917 5.84113 -0.34835
C -8.25484 3.10277 -0.23742
H -7.93830 1.49688 1.29242
H -6.52540 1.93337 0.28653
H -5.95708 2.99322 2.39547
H -7.64190 3.59076 2.62017
H -5.33396 4.54695 0.83292
H -6.52606 5.57800 1.64937
H -8.49422 2.69513 -1.21958
H -9.20245 3.34546 0.24344
C 1.87181 0.17531 -6.24688
O 1.61169 -0.53200 -7.44158
P 1.39131 0.28486 -8.82643
O 2.35169 1.39862 -9.03842
O -0.18633 0.64205 -8.70925
C -0.46306 1.94195 -8.16367
O 1.40683 -0.87560 -9.96627
C 2.58992 -1.07139 -10.76404
H 2.73915 -0.28896 -5.77756
H 1.03024 -0.12704 -5.62363
H 2.10704 1.23938 -6.26963
H -1.22481 1.82123 -7.39343
H -0.78231 2.67161 -8.90785
H 0.37249 2.46735 -7.70117
H 2.78754 -2.13311 -10.61639
H 3.46292 -0.47370 -10.50185
H 2.42463 -1.05081 -11.84124
C 1.75630 -6.44961 -1.57058
O 2.83233 -7.35545 -1.55462
P 4.13465 -7.22514 -2.53780
O 5.00788 -8.42653 -2.39728
O 3.42373 -7.08212 -4.01439
C 2.57190 -8.05828 -4.49773
O 4.88696 -5.79541 -2.22310
C 4.99814 -5.31832 -0.88752
H 1.65822 -5.88666 -0.64237
H 0.81023 -6.97003 -1.71963
H 1.84332 -5.71747 -2.37338
H 2.66118 -7.99096 -5.58198
H 1.53474 -7.84488 -4.23916
H 2.87902 -9.07477 -4.25170
H 4.16881 -4.65086 -0.65340
H 5.96495 -4.81500 -0.89520
H 5.00668 -6.06779 -0.09611
C 0.33113 -5.98754 5.14379
O -0.60922 -6.79201 5.77408
P -2.06033 -6.21094 6.19328
O -2.88994 -7.14631 7.02690
O -1.79317 -4.82094 6.96343
C -2.77007 -4.19723 7.79181
O -2.72591 -5.70881 4.75433
C -4.05699 -5.16269 4.73968
H -0.13622 -5.06113 4.80996
H 0.56601 -6.65791 4.31703
H 1.22478 -5.85721 5.75412
H -2.29096 -3.62853 8.58876
H -3.41495 -4.89561 8.32518
H -3.36701 -3.49581 7.20891
H -4.42073 -5.02625 5.75810
H -4.75724 -5.83818 4.24830
H -4.05039 -4.22883 4.17757
N -3.47102 -3.41753 -4.41383
C -4.66666 -3.73773 -3.80813
C -4.87397 -5.10028 -4.07481
C -3.89152 -5.60477 -4.93856
C -3.03837 -4.50003 -5.11217
H -2.90814 -2.59882 -4.23218
H -5.14882 -3.02052 -3.16040
H -5.62367 -5.80117 -3.73851
H -3.92754 -6.63764 -5.25207
H -2.10507 -4.35761 -5.63664
```

Computed properties:
- total charge = -1
- gap between HOMO and LUMO (eV) = 7.866
- E_HOMO (eV) = -6.166

***

| no. | total energy (Ha) |
| --- | --- |
| 1 | -171.40693 |
| 2 | -6841.41082 |
| 3 | -5374.94394 |